The following is a quantum chemistry calculation of a molecular structure, C17H24BaN7S3, from the Open Molecules 2025 dataset.

Geometry (Å):
N 3.016 -0.416 0.066
H 5.443 -2.730 -0.053
H -2.854 -0.150 -1.990
C -2.308 -1.306 0.583
N 3.849 1.784 0.222
N 2.238 4.094 1.926
C 2.903 -4.156 0.009
C -3.884 -2.466 2.073
S 1.516 -5.157 -0.197
N -2.304 1.441 -0.770
H 2.616 4.790 2.547
H 0.572 7.307 -0.484
H -1.779 -2.750 2.103
C -2.768 2.177 0.408
S 5.580 -0.287 0.117
H -5.966 -1.995 1.836
H -4.215 0.779 -1.377
H -1.556 3.178 -1.683
H -3.202 2.745 -2.190
H -2.836 1.505 1.263
N 1.212 -2.611 -0.314
H -0.385 5.818 -0.570
H -4.050 -3.175 2.875
H 2.954 2.152 -0.085
C -4.956 -1.808 1.495
N 1.379 5.711 0.560
Ba 0.051 -0.127 -0.061
H -1.357 -3.000 -0.382
H -1.233 -4.704 -0.536
S 0.784 3.229 -0.123
H 1.846 6.382 1.148
C -3.426 -0.655 0.025
H 3.872 -4.588 0.187
C 4.005 0.434 0.120
C 2.560 -2.851 -0.088
C -4.722 -0.895 0.474
H -5.559 -0.370 0.025
H -3.762 2.613 0.240
C 4.844 -1.838 0.013
H 4.644 2.357 -0.006
C -2.217 2.344 -1.916
H 2.340 3.127 2.174
C 1.507 4.416 0.846
C -2.592 -2.209 1.618
N -0.785 -3.809 -0.645
C 0.624 6.225 -0.573
C -3.243 0.349 -1.095
C 3.496 -1.721 0.003
H -1.818 1.813 -2.783
H 1.105 5.962 -1.514
C 0.540 -3.737 -0.392
H -2.066 2.980 0.632

The calculation puts the energy above the lowest of the compared OMol25 structures with the same formula, charge and spin at 0.115 eV. The value obtained for the molecular weight is 559.96 g/mol. The value obtained for the calculated total energy is -61645.729 eV. Its net charge is +1.

These are the natural (NBO) partial charges, in e, on atoms 1 to 8: -0.609, 0.254, 0.193, -0.670, -0.825, -0.777, -0.457, -0.225